The ion C7H8NO2S with charge -1 in a non-equilibrium geometry, computed with wB97M-V/def2-TZVPD.

Its multiplicity is 3. As for the expectation value of S²: 2.022. The HOMO energy (alpha / beta) is -0.09 / -4.58 eV. As for the net charge: -1. The value obtained for the HOMO-LUMO gap (alpha / beta) is 3.785 / 7.189 eV.

Each line ends with the Löwdin spin population.
Element x y z (Å)
H 0.429 1.378 2.055  0.018
H 1.847 -2.193 -1.109  0.005
C 0.374 0.758 0.078  0.267
H -1.984 1.604 2.255  -0.003
C -1.672 1.175 1.293  0.053
C -0.391 0.440 -1.070  0.060
H 0.110 -2.132 -0.662  0.029
S 2.113 0.297 0.127  0.037
H 1.132 -3.342 0.128  0.020
H 0.162 0.067 -1.970  0.000
C 1.140 -2.255 -0.347  0.085
O 2.647 0.248 -1.236  -0.006
N 1.416 -1.301 0.690  0.735
H -3.493 1.189 0.227  0.018
H -2.367 0.192 -1.798  0.010
C -1.711 0.539 -1.058  0.138
C -2.352 1.051 0.143  0.263
O 2.848 1.214 0.997  -0.003
C -0.251 1.071 1.257  0.275

=====

The molecule C2H6N2 in a non-equilibrium geometry, computed with wB97M-V/def2-TZVPD.

As for the SMILES: [H]/N=C(/C)N. The HOMO energy is -9.21 eV. As for the net charge: 0. The value obtained for the HOMO-LUMO gap is 10.136 eV.

Each line ends with the natural charge from an NBO analysis.
Element x y z (Å)
N 0.873 -1.135 -0.021  -0.714
N 0.514 1.167 0.043  -0.833
C -1.394 -0.214 0.000  -0.669
H -1.579 -1.068 -0.671  0.247
H -1.862 -0.299 1.140  0.247
H 1.886 -0.820 0.100  0.319
H -0.092 1.963 -0.066  0.396
C 0.098 -0.130 0.015  0.425
H 1.517 1.270 -0.157  0.382
H -1.804 0.792 -0.594  0.200

=====

A structure of composition C37H32BrMnN3O8S2 in a non-equilibrium geometry, computed with wB97M-V/def2-TZVPD.

Its multiplicity is 5. As for the expectation value of S²: 6.096. The HOMO energy (alpha / beta) is -9.89 / -9.89 eV. As for the net charge: +1. The value obtained for the HOMO-LUMO gap (alpha / beta) is 4.444 / 6.033 eV.

Each line ends with the Löwdin spin population.
Element x y z (Å)
C 4.372 -0.422 -2.085  0.000
C 1.345 -1.115 -5.516  0.000
H 0.457 4.517 2.506  0.000
C 0.583 3.928 1.608  0.000
C -1.855 -3.229 -0.986  0.002
H 3.268 -0.292 1.619  0.000
H 1.092 3.190 4.056  0.000
C -2.073 -0.867 5.989  -0.002
H 0.452 -2.019 -3.776  0.000
H -0.564 -3.701 -2.600  0.000
H 1.450 0.105 0.288  0.000
H -0.686 3.292 3.940  0.000
O -4.000 -0.604 7.990  0.001
H 2.472 2.105 -5.802  0.000
C 0.887 4.563 0.410  0.000
C 0.170 2.622 3.952  0.001
N -1.539 -0.641 3.680  -0.064
H 1.078 -1.713 -2.084  0.000
C 1.046 3.863 -0.764  0.000
H -4.808 -0.074 4.156  -0.001
C 0.889 -1.124 -4.212  0.000
C -4.507 -0.476 6.855  0.001
H 2.237 0.010 -7.119  0.000
H 0.233 -1.618 -0.550  0.000
C -3.408 -0.565 5.700  0.014
O 0.916 -1.020 3.898  -0.035
H -3.569 2.407 -3.247  0.000
C 3.534 -0.302 0.567  0.000
H -1.925 0.793 0.362  0.000
H 0.150 -0.100 -1.544  0.000
N 1.615 2.242 -3.098  0.000
O -1.392 -1.562 1.031  0.045
C -2.793 -0.613 -1.001  0.003
C 0.273 -1.156 5.109  0.010
O 0.556 0.440 0.475  0.029
O 0.208 1.828 2.740  0.017
C 1.081 1.732 -2.027  0.000
H -4.296 0.138 -3.928  0.000
H 0.838 -4.181 -0.293  0.000
C -3.481 -0.814 -2.193  0.001
Mn -0.058 -0.935 2.376  3.920
C 0.510 -2.286 -1.352  0.000
C 4.585 0.731 -1.338  0.000
H -1.758 -1.063 7.009  -0.001
N 0.714 0.418 -2.193  0.000
H 0.083 1.949 4.782  0.000
H 2.069 -3.828 -1.519  0.000
C -3.771 -0.305 4.377  -0.003
S 2.414 -2.770 0.595  0.007
O -5.656 -0.291 6.393  0.001
O 1.389 -2.102 1.508  0.031
C -2.413 0.655 -0.587  0.000
C 0.903 2.473 -0.757  0.001
H -3.802 -1.809 -2.500  0.000
C 0.470 2.551 1.616  0.001
H 5.091 1.580 -1.788  0.000
H -2.728 -3.652 -1.492  0.000
C -3.753 0.280 -3.000  0.000
C 0.634 1.836 0.438  0.002
C 3.717 -1.511 -1.525  0.000
H 1.274 -2.020 -6.112  0.000
C -2.681 1.742 -1.409  0.000
C -0.777 -2.819 -1.991  0.000
H 1.283 4.357 -1.697  0.000
C 2.040 1.213 -5.365  0.000
H -3.061 -0.130 2.353  0.000
O 0.835 -1.411 6.112  -0.004
H -1.502 -3.974 -0.268  0.000
Br 1.084 6.435 0.409  0.000
H -1.172 -2.060 -2.665  0.000
C -1.179 -0.899 4.966  0.008
C 1.906 0.041 -6.088  0.000
C 4.177 0.788 -0.010  0.000
H 3.554 -2.404 -2.123  0.000
C 1.020 0.067 -3.495  0.000
S -2.548 -1.972 0.118  0.009
C 1.402 -3.378 -0.777  0.001
H 4.716 -0.478 -3.111  0.000
C -2.823 -0.345 3.387  0.001
C 1.594 1.218 -4.041  0.000
H 4.365 1.676 0.582  0.000
C -3.348 1.554 -2.613  0.000
C 3.275 -1.428 -0.212  0.002
H -2.377 2.736 -1.102  0.000

=====

Taking the records one at a time from the top gives energy values of -874.80185; -189.28568; -6716.50658 Eh.
Taking the records one at a time from the top gives M values of 170.21; 58.08; 845.65 g/mol.